Record 1
46
Properties=species:S:1:pos:R:3:forces:R:3 method="wB97M-V/def2-TZVPD" multiplicity=2 s_squared=0.755 homo_lumo_gap_ha="0.2307 / 0.1789" total_charge=+3 homo_energy_ev="-18.43 / -18.43"
W -1.109855 -0.810929 0.214260 1.353 2.271 -0.219
I -3.696084 -1.693350 0.584619 -0.275 -0.025 0.221
P 1.279031 -2.878291 2.366439 -0.055 -0.085 0.081
F 1.767638 -1.436653 2.402809 0.150 0.143 0.010
F -0.328266 -2.126898 1.942596 -0.053 0.451 -0.378
F 2.627415 -3.510080 2.733721 -0.159 0.073 -0.056
F 0.506799 -3.405544 3.546597 -0.038 -0.197 0.246
F -0.925963 -2.540590 -0.373756 -0.189 -0.740 -0.190
F 1.161036 -3.531301 1.002528 0.088 -0.139 -0.100
O 0.674351 -0.588061 -0.292644 0.566 -0.102 0.302
O -0.310433 0.455028 1.741362 -0.678 -0.536 0.148
N -1.873456 1.212513 -0.362456 -0.386 -0.745 -0.072
N -1.376432 -0.613999 -1.910477 -0.680 -0.345 0.692
C -1.552537 2.396297 0.038485 0.280 0.159 0.162
C 3.436124 -2.174061 -2.005747 -0.020 0.019 -0.073
C -0.572156 -1.175351 -2.757472 0.346 0.003 0.073
C -0.610793 2.758002 1.054028 -0.131 0.027 -0.168
C 0.741791 -1.638412 -2.442634 -0.230 -0.056 0.134
C -0.311758 4.110744 1.250490 -0.014 0.096 -0.060
C 2.733635 -1.447253 -1.062624 0.194 0.249 0.308
C 0.636654 4.491006 2.186352 -0.019 0.050 -0.032
C 1.020073 2.163684 2.738081 0.226 -0.129 0.187
C -1.624937 0.113471 2.163475 -0.070 -0.067 -0.032
C 1.313778 3.521747 2.909330 -0.033 0.005 -0.020
C 0.059938 1.826976 1.834108 0.181 0.066 -0.110
C 1.381853 -1.218254 -1.250006 -0.161 -0.221 -0.388
C -2.902484 1.171538 -1.431284 -0.099 0.116 0.038
C 2.806044 -2.645469 -3.163263 0.146 -0.023 0.042
C -2.620106 0.004389 -2.369525 -0.071 -0.024 -0.052
C 1.479708 -2.355218 -3.388946 -0.062 -0.023 -0.247
H 4.489303 -2.366743 -1.846514 -0.012 -0.028 -0.014
H 2.071257 3.806166 3.627107 -0.002 0.020 0.020
H 3.370609 -3.210891 -3.892069 -0.008 -0.008 0.004
H -1.606584 -0.504540 3.051082 0.026 -0.359 -0.096
H -2.024189 3.235507 -0.469786 -0.035 -0.014 -0.018
H -0.880892 -1.228736 -3.799182 -0.051 0.063 -0.033
H -2.276283 0.969895 2.281361 -0.134 0.091 -0.311
H 1.532741 1.407189 3.318226 -0.048 0.012 0.007
H -2.889700 2.109528 -1.980009 0.043 0.067 0.011
H -2.527001 0.344781 -3.397172 0.093 -0.006 -0.074
H 3.220814 -1.057481 -0.176143 -0.010 -0.050 -0.031
H 0.844741 5.540291 2.345399 0.047 -0.022 -0.014
H -3.425303 -0.730540 -2.339386 -0.007 -0.066 0.006
H -0.822965 4.856318 0.651813 0.015 0.005 0.050
H -3.884619 1.078945 -0.971614 -0.045 -0.027 0.053
H 0.997458 -2.685368 -4.301560 0.021 0.048 -0.008



Record 2
41
Properties=species:S:1:pos:R:3:forces:R:3 method="wB97M-V/def2-TZVPD" multiplicity=5 s_squared=6.307 homo_lumo_gap_ha="0.1921 / 0.2063" total_charge=0 homo_energy_ev="-6.53 / -6.79"
Mn -0.685394 0.408198 0.443325 -0.596 -0.176 -1.277
S 0.258189 -1.111095 -0.909128 0.936 -0.157 -0.282
S -1.238576 -2.323064 -1.521411 -0.628 0.008 0.228
S -2.908228 -1.022871 -1.874657 0.400 -0.433 -0.457
S 0.667415 2.047794 1.210688 0.781 0.871 0.663
S -2.678374 0.540334 -0.607587 -0.703 0.650 0.430
Si -1.151991 -1.129719 2.095299 -0.141 -1.473 1.519
N 2.202261 2.960624 -0.715201 -0.365 0.093 -0.063
C -0.450264 -0.274703 3.653090 -0.212 -0.088 -0.291
C -1.308369 0.031578 4.709876 -0.066 0.057 -0.041
C 1.394152 0.558372 4.984570 0.080 0.010 0.005
C -0.085397 3.264996 -1.173711 -0.070 0.025 -0.060
C -0.820332 -5.238073 2.648478 0.032 -0.083 0.039
C 0.915370 2.774051 -0.315653 0.253 0.193 -0.124
C 1.359575 -4.480444 2.000786 0.110 0.009 0.012
C -0.827156 0.585147 5.887806 -0.026 0.023 0.057
C -1.303680 -3.944291 2.514419 -0.111 0.084 0.010
C 0.870956 -3.191020 1.866177 -0.008 0.030 0.030
C 0.516899 -5.508572 2.400581 -0.071 0.026 -0.023
C 0.910006 -0.005372 3.814587 -0.012 -0.041 -0.031
C -0.466789 -2.897130 2.133014 -0.016 0.309 -0.254
C 0.526151 0.854333 6.026880 -0.015 0.009 -0.039
C 2.557105 3.627560 -1.837590 0.153 0.000 -0.004
C 1.602290 4.146901 -2.651558 -0.219 0.047 -0.097
C 0.249593 3.945771 -2.314381 0.211 -0.079 0.058
H 0.904275 1.294321 6.940832 -0.003 -0.008 0.004
H -2.368998 -0.170915 4.610264 0.006 0.010 0.023
H -2.613074 -1.312698 2.354846 0.163 0.169 -0.083
H 2.402480 -4.685685 1.791300 -0.009 -0.001 0.002
H 1.603434 -0.246801 3.016417 0.034 0.016 0.003
H 1.877042 4.696753 -3.538354 0.065 -0.046 -0.004
H -1.511780 0.806958 6.697184 0.011 0.006 -0.001
H 3.616002 3.714621 -2.030291 0.003 -0.018 0.033
H 1.536712 -2.402494 1.534124 0.014 -0.035 -0.004
H -2.352392 -3.747176 2.708725 0.012 -0.010 0.002
H 2.910319 2.575125 -0.104548 0.047 0.009 0.001
H -1.489760 -6.035331 2.947112 0.004 0.005 -0.005
H 0.899571 -6.515407 2.509611 -0.005 -0.003 -0.013
H -0.526760 4.333713 -2.959597 -0.025 -0.010 0.014
H 2.452300 0.767980 5.084429 -0.005 -0.022 0.012
H -1.116715 3.088910 -0.904785 -0.007 0.025 0.006